[1]
This record from the Open Molecules 2025 dataset describes a structure of composition C34H61InNO17 in a non-equilibrium geometry. The level of theory is the ωB97M-V functional and the def2-TZVPD basis.

Results
Charge: -1
E_LUMO, eV: 1.85
HOMO-LUMO gap, eV: 6.6

The geometry in XYZ format:
```
114
Properties=species:S:1:pos:R:3:forces:R:3:mulliken_charge:R:1
C 6.046825 -2.683155 1.296817 -0.1 -0.5 0.4 -0.135
O 6.528330 -1.599762 2.189261 -2.2 -0.4 -1.3 -0.340
C 5.471502 -0.573259 2.387837 0.5 1.0 0.0 -0.453
C 5.916237 0.776614 1.562837 -0.3 -0.4 0.2 -0.291
C 4.836172 2.026714 1.720311 0.9 0.8 -0.3 -0.530
C 4.048985 2.379174 0.324441 0.0 -0.1 0.4 0.379
C 2.562995 1.678409 0.187445 -0.1 0.4 -1.4 -0.640
C 1.415349 2.855361 -0.101455 0.7 -0.1 1.0 -0.210
C 1.082621 3.656731 1.307554 0.0 -0.4 0.2 0.306
C -0.449081 3.322232 1.888164 1.2 -0.3 -0.5 -0.581
C -0.248695 2.160074 3.027721 -0.4 0.8 0.1 0.077
C -1.599049 1.855963 3.923967 0.8 1.4 0.6 -0.994
In -2.184903 -0.328790 3.821644 -0.1 0.1 0.5 0.578
C -3.234246 -0.954655 1.915303 -0.8 -0.9 -1.8 -0.760
C -2.586786 -2.335343 1.228688 -1.1 -0.1 -0.1 -0.277
C -3.764748 -2.856327 0.161849 -0.8 -3.6 1.0 0.239
N -4.063720 -1.861932 -0.977616 0.0 -0.4 1.6 -0.624
O -4.427276 -4.011473 0.299480 4.1 7.4 -0.9 -0.497
H 7.008314 -3.196475 0.836458 -2.2 1.1 0.9 -0.211
H 5.322131 -2.286903 0.459293 1.6 -0.7 1.5 0.264
H 5.426555 -3.473937 1.939747 1.4 1.6 -1.4 0.258
H 4.431152 -0.951351 2.002500 1.9 0.7 1.0 0.278
H 5.469451 -0.326025 3.547289 -0.3 -0.6 -2.4 0.248
H 6.979317 1.096152 1.980500 -2.2 -0.7 -1.0 0.251
H 6.024152 0.474313 0.414163 -0.2 0.7 2.5 0.070
H 4.076391 1.886556 2.599184 1.4 0.0 -1.6 0.269
H 5.492313 2.985936 1.988866 -1.4 -2.0 -0.5 0.280
H 4.742835 2.043788 -0.573193 -1.6 0.9 2.1 -0.226
H 3.890758 3.561111 0.272135 0.4 -2.6 0.0 0.191
H 2.582170 0.982283 -0.774078 0.0 1.3 2.0 0.268
H 2.259590 0.997662 1.090008 0.6 1.5 -1.5 0.160
H 0.446047 2.329422 -0.503143 1.8 1.2 0.6 0.406
H 1.859971 3.659993 -0.846503 -1.1 -2.0 1.2 -0.195
H 1.257018 4.808283 1.188408 -0.4 -2.2 0.1 -0.301
H 1.875153 3.276384 2.109967 -1.7 0.9 -1.6 0.065
H -0.955250 4.304292 2.283881 1.0 -2.0 -0.5 0.311
H -1.090467 2.930671 0.967100 1.2 0.8 2.1 0.175
H 0.614861 2.540117 3.758084 -1.7 -0.9 -1.6 0.161
H 0.139577 1.193264 2.468206 -0.7 1.9 1.2 -0.076
H -1.288052 2.070728 5.054773 -0.8 -0.5 -2.3 0.250
H -2.484782 2.619259 3.706025 1.9 -1.5 0.2 0.229
H -3.316758 -0.648665 5.187262 0.1 0.0 -0.2 -0.371
H -0.703492 -1.343367 4.054928 -0.2 0.2 -0.2 -0.363
H -4.375415 -1.235742 2.119083 2.3 0.8 -0.4 0.260
H -3.194146 -0.087891 1.103492 -0.2 -1.8 1.5 0.110
H -2.385119 -3.165966 2.040783 -0.6 1.6 -1.7 0.248
H -1.569971 -2.103377 0.693384 -2.0 -0.4 0.8 0.224
H -3.170159 -1.471316 -1.362660 -0.9 -0.6 0.9 0.311
H -4.579178 -1.028938 -0.561299 0.9 -1.5 -0.5 0.329
C 11.654220 -4.938856 0.208182 0.1 -0.4 -0.1 -1.438
C 11.013171 -4.084484 -0.865448 0.8 -0.3 1.1 0.542
C 9.757221 -3.396007 -0.421828 0.0 0.7 0.7 -0.580
O 9.065735 -3.212490 -1.644519 0.1 -0.6 -0.9 -0.221
C 9.479609 -4.217134 -2.474194 -1.2 -0.6 -2.2 0.608
O 8.962268 -4.489127 -3.544373 1.2 0.6 2.4 -0.567
O 10.549770 -4.882517 -1.942105 -0.8 0.4 -0.7 -0.353
H 12.455028 -5.551742 -0.219152 0.0 0.2 0.1 0.361
H 12.072153 -4.318769 1.006685 -0.1 0.0 -0.1 0.372
H 10.930413 -5.633510 0.648348 0.0 0.2 -0.1 0.354
H 11.744978 -3.372416 -1.267191 -0.1 0.0 0.1 0.285
H 9.954179 -2.434338 0.060671 -0.2 -0.1 -0.2 0.346
H 9.131936 -4.007162 0.238958 0.2 -0.1 0.0 0.257
C 5.113664 3.936354 -6.013777 0.2 0.4 -0.1 -1.436
C 5.472272 3.164461 -4.761116 -0.3 0.2 -1.3 0.534
C 4.283002 2.677946 -3.988361 -0.7 -0.6 -0.4 -0.509
O 4.799594 2.573864 -2.673407 0.9 0.6 0.1 -0.257
C 5.810875 3.489499 -2.584612 1.0 0.7 2.2 0.593
O 6.363119 3.813223 -1.546761 -1.2 -0.7 -2.4 -0.559
O 6.118950 4.000268 -3.815589 0.0 -0.2 1.1 -0.368
H 6.003900 4.415614 -6.434880 -0.1 -0.2 0.0 0.357
H 4.676409 3.277610 -6.769851 0.1 0.0 0.1 0.373
H 4.400584 4.738945 -5.795716 0.0 -0.2 0.1 0.332
H 6.158241 2.344245 -5.007427 -0.1 0.0 0.1 0.248
H 3.921901 1.707667 -4.341306 0.1 0.1 0.2 0.352
H 3.448169 3.387879 -3.975098 0.1 0.0 -0.1 0.227
C -6.577935 -5.374842 -0.436307 -0.2 -0.3 -0.3 -1.432
C -7.834596 -5.613646 -1.247081 1.1 0.8 1.0 0.696
C -9.085972 -5.667189 -0.422824 -0.2 1.0 0.5 -0.281
O -9.940289 -6.465289 -1.222813 0.1 -0.9 -0.8 -0.300
C -9.126305 -7.282705 -1.956449 -0.3 -1.6 -1.1 0.630
O -9.512117 -8.231134 -2.618669 0.6 1.9 1.3 -0.602
O -7.817999 -6.899186 -1.845327 -1.4 -0.9 -0.5 -0.356
H -5.688526 -5.523817 -1.057835 -0.3 0.3 0.1 0.360
H -6.558918 -4.359066 -0.030572 0.0 -0.3 -0.2 0.377
H -6.500355 -6.084177 0.394964 -0.1 0.1 -0.1 0.221
H -7.910919 -4.871034 -2.051246 -0.1 0.0 0.1 0.252
H -9.521828 -4.677704 -0.257434 0.0 -0.3 -0.1 0.112
H -8.953558 -6.166633 0.543691 0.2 0.1 -0.1 0.333
C 2.303062 9.889618 -0.337407 0.4 0.1 -0.2 -1.479
C 1.383993 8.789179 -0.825183 0.4 1.2 0.5 0.519
C 0.910900 7.869671 0.260587 -0.5 0.2 0.7 -0.557
O 0.636411 6.676813 -0.452541 0.5 -0.2 -1.0 -0.206
C 1.461186 6.682871 -1.542803 0.3 -2.0 -1.4 0.615
O 1.636548 5.730677 -2.284073 -0.4 2.1 1.6 -0.578
O 2.069775 7.899020 -1.690114 -0.4 -1.1 -0.1 -0.316
H 2.755444 10.413455 -1.186220 -0.2 0.0 0.1 0.358
H 1.758312 10.614254 0.274910 0.0 -0.1 -0.1 0.372
H 3.129905 9.483381 0.255458 -0.2 0.0 0.0 0.354
H 0.544524 9.220035 -1.385213 0.0 -0.1 0.1 0.259
H 0.010646 8.238959 0.760161 0.1 -0.2 -0.1 0.359
H 1.675531 7.651655 1.014866 0.0 0.2 -0.1 0.307
C -14.947775 -3.732945 1.645136 0.0 0.0 0.4 -1.445
C -13.732854 -3.187405 0.924073 -1.3 -0.2 0.2 0.510
C -13.152358 -4.132621 -0.084788 -0.4 -0.3 -0.8 -0.521
O -11.799193 -3.717529 -0.143520 0.5 0.5 0.7 -0.252
C -11.511602 -3.172146 1.076648 2.4 0.7 1.0 0.668
O -10.391241 -2.876774 1.456715 -2.6 -0.7 -1.0 -0.550
O -12.648231 -3.005980 1.819319 1.0 0.0 -0.4 -0.337
H -15.216716 -3.083615 2.485124 0.0 0.0 -0.2 0.353
H -15.804728 -3.809098 0.969403 0.1 0.1 0.0 0.370
H -14.747595 -4.723597 2.067894 0.1 0.1 -0.2 0.352
H -13.965730 -2.212244 0.478195 0.1 -0.1 -0.1 0.241
H -13.628469 -4.043488 -1.065491 0.3 0.0 0.1 0.312
H -13.177272 -5.181581 0.231740 -0.1 0.1 0.1 0.312
```
Positions in Å, forces in eV/Å.

[2]
This record from the Open Molecules 2025 dataset describes a cluster of 9 separate species, C34H61N7O2 in total in a non-equilibrium geometry. The level of theory is the ωB97M-V functional and the def2-TZVPD basis.

Results
Structure (SMILES): CC(C)=O.CC(C)=O.CCCC#N.CCCC#N.CCCC#N.CCCC#N.CCCC#N.CCCC#N.CCCC#N
E_LUMO, eV: 0.21
HOMO-LUMO gap, eV: 9.1

The geometry in XYZ format:
```
104
Properties=species:S:1:pos:R:3:forces:R:3:mulliken_charge:R:1
C 13.513272 17.902336 8.099399 -0.5 -1.2 -0.6 -0.958
C 14.590824 16.821462 7.925340 -0.4 -0.3 -1.1 0.411
C 14.030446 15.842811 6.860786 -0.7 1.5 0.4 -0.607
C 14.865377 14.739912 6.558551 0.9 -1.3 -0.1 0.135
N 15.527331 13.817285 6.386839 0.0 0.1 -0.1 -0.515
H 13.243742 18.404163 7.147608 0.3 -0.4 0.4 0.480
H 13.856114 18.638829 8.773472 0.1 0.9 1.0 0.119
H 12.587585 17.389206 8.470339 0.7 0.7 -0.1 0.175
H 14.781593 16.250154 8.823414 -0.2 0.0 0.4 -0.335
H 15.566323 17.180916 7.600343 -0.1 0.4 -0.1 0.416
H 13.781398 16.393318 5.942937 0.1 -0.1 0.2 0.420
H 13.095179 15.472670 7.272855 -0.2 -0.2 -0.1 0.300
C 7.310801 15.717817 10.199554 -0.5 0.0 -1.6 -1.041
C 6.679376 14.890711 11.243799 -1.6 -1.3 -0.3 -0.466
C 7.638680 14.439301 12.307109 1.0 -0.5 0.6 0.285
C 8.756632 13.652206 11.756220 -1.1 0.4 0.5 0.153
N 9.701849 13.185879 11.320921 0.8 -0.6 -0.4 -0.434
H 7.990185 15.112659 9.601502 0.3 0.2 0.0 0.315
H 7.810079 16.546742 10.623128 0.8 1.0 0.4 0.167
H 6.543473 16.112285 9.514080 0.3 -0.1 0.2 0.374
H 6.190391 14.022738 10.714712 0.5 0.5 0.8 0.281
H 5.854722 15.426600 11.701886 -0.1 0.1 0.3 0.348
H 7.165160 13.918011 13.146955 0.1 -0.1 -0.3 0.415
H 8.206146 15.252516 12.772460 -0.5 0.4 0.0 -0.298
C 10.536442 22.752852 10.853436 -0.5 1.9 0.3 -1.191
C 10.834591 22.168183 9.502860 -0.8 0.5 0.3 -0.323
C 12.199077 21.525801 9.552216 0.3 -1.8 -0.4 -0.529
C 12.269831 20.385188 10.520601 -0.4 0.0 -1.1 0.126
N 12.293818 19.448330 11.185784 0.1 0.3 0.2 -0.221
H 10.559046 22.083554 11.706037 0.0 -0.4 -0.1 0.290
H 9.561173 23.288345 10.822725 0.5 -0.5 0.2 0.334
H 11.284901 23.528383 11.013523 0.0 0.1 0.5 0.360
H 10.777606 23.015540 8.784995 0.3 -0.8 0.2 0.292
H 9.987146 21.505111 9.331794 0.4 -0.5 -0.7 0.292
H 12.944126 22.173591 9.936543 0.6 1.3 0.2 0.359
H 12.599954 21.200467 8.570296 -0.4 -0.1 0.5 0.307
C 15.938031 19.116684 12.084934 -0.6 0.3 -0.4 -1.200
C 16.287984 18.292021 10.866866 1.4 -0.9 0.3 0.229
C 17.369609 17.200738 11.239259 -0.9 1.3 -1.2 0.071
C 18.547168 17.824483 11.813815 0.7 0.1 0.1 0.133
N 19.504724 18.344768 12.186398 -0.4 -0.1 0.0 -0.526
H 15.270882 18.577553 12.738592 -0.1 -0.4 0.3 0.207
H 15.358697 19.977878 11.781675 -0.1 0.5 0.0 0.265
H 16.790784 19.445174 12.664556 0.3 0.1 -0.1 0.429
H 16.740971 18.853976 10.044459 -0.2 0.3 0.2 0.405
H 15.426814 17.763941 10.458650 -0.1 0.0 0.1 -0.360
H 17.664431 16.736487 10.306591 0.2 -0.5 -0.1 0.022
H 16.914691 16.485684 11.881127 -0.1 -0.7 0.7 0.246
C 12.703790 9.946326 8.924369 -0.8 -0.2 0.5 -1.359
C 11.743455 10.856014 9.735479 1.4 -0.2 -0.4 0.011
C 10.738447 10.164704 10.643198 0.8 -0.4 -0.5 0.052
C 11.427973 9.441976 11.702106 -0.2 -0.4 0.4 0.244
N 11.938651 8.869386 12.557958 0.1 0.1 -0.1 -0.496
H 13.394198 9.381911 9.562579 -0.2 0.1 0.0 0.311
H 13.291082 10.524816 8.210787 -0.1 0.0 0.0 0.361
H 12.074960 9.228403 8.384758 0.3 0.0 -0.1 0.366
H 11.164249 11.426033 9.027523 -0.1 0.5 -0.2 0.386
H 12.365573 11.520179 10.353365 -0.4 0.1 -0.2 -0.061
H 10.115054 9.471664 10.062596 0.0 0.2 0.3 0.369
H 10.183831 10.973357 11.080004 -0.7 0.0 0.3 -0.169
C 9.199137 19.395938 13.222202 -1.7 -0.4 -0.7 -1.116
C 10.404064 19.152447 14.062890 0.2 1.2 1.1 0.614
C 10.071551 18.509450 15.433479 -0.8 0.1 -0.4 -0.634
C 9.479685 17.181423 15.266945 -1.1 -3.1 -0.9 0.275
N 9.060725 16.100576 15.067318 1.0 2.9 0.6 -0.510
H 8.552912 18.479942 13.132213 0.7 0.6 -0.1 0.229
H 9.477097 19.734275 12.203742 -0.2 -0.1 0.6 0.163
H 8.518315 20.125005 13.695019 0.4 0.0 -0.3 0.394
H 10.906607 20.144475 14.241513 -0.3 -1.0 0.0 0.323
H 11.102603 18.523518 13.543824 0.4 -0.3 -0.2 -0.457
H 9.363869 19.070685 16.080090 0.6 0.1 -0.5 0.361
H 10.988365 18.339476 15.948215 0.7 0.1 0.7 0.330
C 11.319458 16.263359 11.586967 -0.2 0.8 0.6 0.017
C 12.182938 16.015990 12.847930 -1.0 -0.6 -0.8 0.129
C 12.973369 14.705512 12.689143 0.0 -0.8 1.1 -0.499
C 14.007443 14.649207 11.645517 -1.0 0.5 1.0 0.012
N 14.813136 14.585007 10.840356 0.7 0.0 -0.7 -0.448
H 10.766391 17.226620 11.617263 0.4 -0.5 0.2 -0.065
H 10.580265 15.473454 11.444665 0.3 0.0 0.0 -0.146
H 11.958011 16.325262 10.722684 0.2 -0.1 -0.5 -0.029
H 11.488324 15.889809 13.689057 0.4 -0.1 0.0 -0.090
H 12.831977 16.843875 13.066339 0.4 0.5 0.0 0.320
H 12.254382 13.908348 12.439655 0.2 0.1 0.1 0.128
H 13.449788 14.407912 13.667167 -0.3 0.3 -1.0 0.483
C 19.798404 13.269450 10.809078 1.8 0.4 0.1 -1.092
C 18.981491 13.913335 9.724052 -0.8 -0.9 -0.1 0.758
O 19.244990 14.988285 9.237147 0.1 0.0 0.1 -0.606
C 17.724748 13.139231 9.286143 0.4 0.5 0.5 -0.151
H 20.468552 14.025081 11.260330 -0.4 -0.3 -0.2 0.340
H 20.489114 12.499174 10.399361 -0.5 0.4 -0.1 0.340
H 19.256347 12.763600 11.588194 -0.7 -0.1 0.2 0.194
H 16.897780 13.671086 9.818626 0.3 -0.6 -0.6 -0.295
H 17.754800 12.073409 9.558955 0.0 0.4 0.1 0.303
H 17.619721 13.215556 8.207485 -0.3 0.2 0.0 0.310
C 16.913139 9.504750 13.825973 1.9 1.9 0.6 -1.202
C 16.750845 10.915092 13.234550 2.1 0.2 -0.4 0.622
O 17.693784 11.717969 13.290555 -1.9 -1.3 0.0 -0.593
C 15.456453 11.249261 12.549330 1.4 0.8 -1.1 -0.507
H 16.852651 8.721795 13.106522 -0.1 -0.5 -0.7 0.343
H 16.154226 9.362257 14.560421 -0.6 -0.3 0.7 0.371
H 17.940993 9.526653 14.297686 -1.2 -0.3 -0.4 0.307
H 15.612080 12.183503 11.975275 -0.2 -0.5 0.3 -0.054
H 14.759395 11.412194 13.322177 -1.3 0.1 0.8 0.403
H 15.134119 10.460745 11.870911 -0.1 -0.1 0.2 0.252
```
Positions in Å, forces in eV/Å.

| no. | E_tot (eV) |
| --- | --- |
| 1 | -77711.5580 |
| 2 | -50771.0839 |